[1]
This record from the Open Molecules 2025 dataset describes a molecular structure, C15H12F3N3ORe. The level of theory is ωB97M-V/def2-TZVPD.

Calculated values
* E_HOMO (alpha / beta): -15.09 / -15.08 eV
* energy: -32531.31666 eV

The geometry in ORCA input format:
```
! wB97M-V def2-TZVPD RIJCOSX def2/J DEFGRID3
* xyz 2 2
Re -0.5784 -0.2170 -0.3637
F -0.0456 1.0263 2.2003
F 0.5517 -1.0402 2.2110
F -1.5580 -0.5191 1.7832
O 0.0171 -1.9582 -0.4798
N -0.4637 1.8073 -0.7075
N 1.5790 -1.2588 -1.9895
N 0.9528 -0.0871 -1.6621
C 2.1816 -6.2811 -1.7103
C -0.2110 -0.1552 1.6444
C 0.6691 3.4850 -1.9786
C 1.3145 1.0611 -2.1430
C 1.0516 -2.2569 -1.3593
C 0.5047 2.1701 -1.6146
C 2.4519 -3.9909 -2.3708
C 2.4194 1.2512 -3.1071
C -1.1514 4.0803 -0.5214
C 0.7903 -4.6078 -0.7025
C -1.2612 2.7534 -0.1679
C 2.8211 -5.3122 -2.4807
C 1.4339 -3.6324 -1.4771
C -0.1700 4.4529 -1.4299
C 1.1694 -5.9280 -0.8237
H 3.6075 -5.5983 -3.1648
H -1.8164 4.8081 -0.0788
H -0.0535 5.4918 -1.7099
H 3.1155 2.0095 -2.7433
H 2.4750 -7.3182 -1.8023
H 2.0193 1.6045 -4.0621
H 2.9514 0.3191 -3.2678
H 0.6804 -6.6852 -0.2272
H 0.0050 -4.3300 -0.0136
H -1.9923 2.4208 0.5597
H 2.9363 -3.2294 -2.9673
H 1.4371 3.7605 -2.6879
*
```

[2]
This record from the Open Molecules 2025 dataset describes a single C15H12F3NO3 molecule. The level of theory is ωB97M-V/def2-TZVPD.

Calculated values
* E_HOMO: -7.96 eV
* structure (SMILES): COc1c(F)c(F)c(C(=O)O)c(Nc2cccc(C)c2)c1F
* energy: -31534.31344 eV

The geometry in ORCA input format:
```
! wB97M-V def2-TZVPD RIJCOSX def2/J DEFGRID3
* xyz 0 1
F -2.1643 -2.1975 0.0593
F -2.6410 3.2215 0.0877
F -4.8600 1.7104 -0.1941
O 0.5917 1.7885 1.5445
O -4.7832 -0.9104 -0.1618
O 0.1789 3.2074 -0.1283
N 0.0354 -0.7582 0.2254
C -0.0966 2.2074 0.4722
C 3.8337 0.5092 -0.9357
C -3.5996 -0.2843 -0.0598
C -1.1493 -0.0873 0.1501
C -2.5166 1.8918 0.0470
C -1.2563 1.3128 0.1888
C 1.4511 0.5743 -1.2410
C 2.4209 -0.7986 0.4809
C 3.6946 -0.3964 0.1107
C -3.6570 1.1227 -0.0771
C -2.3321 -0.8418 0.0473
C 4.9028 -0.9376 0.8122
C -4.8560 -2.3218 -0.1612
C 1.2967 -0.3066 -0.1749
C 2.7207 0.9821 -1.6070
H 0.5891 0.9281 -1.7847
H 5.3626 -1.7208 0.2091
H -4.3193 -2.7528 -1.0093
H -5.9167 -2.5494 -0.2497
H 2.2910 -1.4976 1.2948
H 4.8199 0.8362 -1.2295
H 4.6377 -1.3624 1.7770
H -4.4694 -2.7444 0.7689
H 2.8380 1.6712 -2.4291
H 1.3314 2.3915 1.7190
H 5.6437 -0.1552 0.9615
H -0.0227 -1.7321 0.4868
*
```

[3]
This record from the Open Molecules 2025 dataset describes a molecular structure, C15H12F5IIrN4S2. The level of theory is ωB97M-V/def2-TZVPD.

Calculated values
* E_HOMO (alpha / beta): -10.94 / -10.94 eV
* energy: -67900.80837 eV

The geometry in ORCA input format:
```
! wB97M-V def2-TZVPD RIJCOSX def2/J DEFGRID3
* xyz 1 1
Ir 0.0162 -0.0470 -0.2826
I 0.1610 1.6263 -2.2922
S -0.9235 -2.0820 -0.8261
S 2.1771 -0.6850 -0.4721
F 3.2439 -3.1516 0.8332
F 1.3426 -1.6195 -3.2026
F 1.5713 -4.0986 -4.2371
F 3.5039 -5.6100 -0.2273
F 2.6568 -6.0904 -2.7668
N -1.8204 0.5779 0.0294
N 0.3315 1.6383 0.8656
N -2.8474 -0.2123 -0.4669
N -3.4964 -2.1777 -1.4546
C -0.0378 4.2450 2.5683
C 2.2735 -2.3199 -1.1472
C 2.8334 -3.3576 -0.4179
C 1.8678 -2.5884 -2.4515
C -2.0386 1.6859 0.6582
C 2.5414 -4.8774 -2.2441
C -0.8988 3.6287 1.7431
C -2.5240 -1.4507 -0.9293
C 1.7142 1.9979 1.2191
C -0.7478 2.3268 1.1077
C 1.9971 2.8461 2.4144
C 1.9852 -3.8544 -2.9963
C -3.3777 2.2518 0.9619
C 2.9729 -4.6318 -0.9492
C 1.2647 3.7909 3.0016
H -3.2701 -3.0832 -1.8363
H 2.2072 1.0425 1.3942
H -3.7032 0.2446 -0.7515
H -4.4593 -1.8816 -1.4838
H 2.9845 2.6560 2.8216
H 1.6919 4.3180 3.8441
H -4.1623 1.5002 0.8942
H -3.6181 3.0710 0.2802
H -1.8368 4.1196 1.5337
H -3.3934 2.6446 1.9764
H 2.1732 2.4100 0.3111
H -0.3556 5.1972 2.9776
*
```

[4]
This record from the Open Molecules 2025 dataset describes a molecular structure, C15H12MoNO9. The level of theory is ωB97M-V/def2-TZVPD.

Calculated values
* E_HOMO (alpha / beta): -19.13 / -19.13 eV
* energy: -37487.16431 eV

The geometry in ORCA input format:
```
! wB97M-V def2-TZVPD RIJCOSX def2/J DEFGRID3
* xyz 3 1
Mo -0.7335 0.8380 0.0857
O -0.6329 -5.7005 4.5018
O -0.7365 -0.9848 0.4437
O -0.5601 0.9077 2.0396
O -0.5286 2.6032 0.2023
O -2.8634 2.2053 -3.0033
O -0.5672 -4.0204 5.8793
O -1.9223 0.8272 -1.1525
O 0.7901 0.8756 -1.2201
O -1.0867 4.5978 -0.8454
N -0.5982 -4.5322 4.7880
C -0.4826 3.6220 -0.9552
C -0.6255 -1.3429 2.7921
C -0.5919 0.0344 2.9950
C -0.6450 -4.0893 2.3353
C 0.3749 3.0202 -2.0525
C 1.7923 0.7170 -3.3478
C 1.5345 2.1996 -1.4676
C -0.3822 1.9581 -2.9508
C -0.6137 -2.2308 3.8884
C 2.5454 1.7842 -2.5109
C -0.6713 -3.2269 1.2356
C -1.8561 1.8520 -2.6409
C 0.4220 0.6592 -2.7086
C -0.6189 -3.5774 3.6286
C -0.6615 -1.8710 1.4651
H -0.5984 -1.8772 4.9140
H -0.3650 2.2423 -4.0068
H 1.9166 2.5378 -0.5075
H -0.6555 -5.1653 2.2015
H 2.2716 -0.2571 -3.2777
H -0.7110 -3.6149 0.2261
H 1.7157 0.9677 -4.4061
H 2.8614 2.6486 -3.0954
H -0.1272 -0.2765 -2.7774
H -0.5566 0.4491 4.0039
H 0.7351 3.8513 -2.6624
H 3.4321 1.3692 -2.0371
*
```

[5]
This record from the Open Molecules 2025 dataset describes a single C15H12N2O3 molecule. The level of theory is ωB97M-V/def2-TZVPD.

Calculated values
* E_HOMO: -8.80 eV
* structure (SMILES): O=C(C[C@@]1(O)C(=O)Nc2ccccc21)c1cccnc1
* energy: -24872.84642 eV

The geometry in ORCA input format:
```
! wB97M-V def2-TZVPD RIJCOSX def2/J DEFGRID3
* xyz 0 1
O -0.0005 -0.0105 2.7388
O -1.6260 2.7395 -0.4356
O 1.0514 2.1672 -1.5773
N 2.3578 -2.0035 -0.1342
N -0.0647 0.1816 -1.7652
C -2.6244 -2.1983 -0.5337
C -1.5889 -1.7548 -1.3466
C 3.5591 0.0478 -0.3327
C 2.6283 0.6940 0.4622
C -1.0932 -0.4890 -1.1133
C 3.3737 -1.2991 -0.6071
C -3.1417 -1.3992 0.4715
C 1.5500 -0.0348 0.9576
C 0.4601 0.5526 1.7743
C 1.4810 -1.3933 0.6355
C 0.1829 1.4097 -1.2326
C -0.1064 1.8572 1.2552
C -1.6051 0.3211 -0.0965
C -0.8417 1.6248 -0.0877
C -2.6352 -0.1249 0.7004
H 0.6767 2.5972 1.0841
H -3.9444 -1.7699 1.0896
H -2.3310 2.8418 0.2154
H -1.1828 -2.3796 -2.1263
H 2.7510 1.7388 0.7036
H 4.0705 -1.8467 -1.2279
H 4.4076 0.5800 -0.7316
H -3.0358 0.4883 1.4935
H 0.6617 -1.9953 1.0062
H 0.4594 -0.2010 -2.5367
H -0.8195 2.2446 1.9870
H -3.0298 -3.1864 -0.6900
*
```

[6]
This record from the Open Molecules 2025 dataset describes a molecular structure, C15H13AsF9IrN5O6S2. The level of theory is ωB97M-V/def2-TZVPD.

Calculated values
* E_HOMO: -4.16 eV
* energy: -145299.45170 eV

The geometry in ORCA input format:
```
! wB97M-V def2-TZVPD RIJCOSX def2/J DEFGRID3
* xyz -1 1
Ir 0.7675 0.3249 0.5898
As -3.0976 -1.0741 0.1550
S 2.4750 -1.1236 2.9050
S 0.6495 -3.1915 2.5354
F -2.7249 2.7598 -5.6071
F 1.3467 -3.5446 5.0627
F -0.3882 -2.2605 4.8196
F -0.5681 -4.3888 4.5228
F 4.6293 -2.4243 3.6248
F 4.6891 -1.6760 1.5929
F -0.6732 2.8102 -6.3051
F -1.4756 4.4822 -5.1915
F 4.9117 -0.3095 3.2602
O 2.3603 0.0322 1.9873
O -1.5059 -0.5569 0.2380
O -0.4915 -2.3236 2.0281
O 2.1784 -0.8704 4.2822
O 0.2940 -0.9434 2.1590
O 0.5111 -4.5239 2.0347
N 2.1019 -2.6519 2.4326
N 5.0124 4.8664 0.9104
N 6.1072 1.8152 -2.1419
N -0.1080 1.3353 -1.5790
N 2.2093 1.5581 -0.0591
C 3.2331 2.0798 -0.1927
C 4.2964 -1.4055 2.8313
C -1.8139 1.6420 -3.2726
C 0.2415 -3.3320 4.3645
C -1.4756 3.1384 -5.2758
C 0.2406 2.7707 -3.4871
C -3.2818 -2.0935 -1.4691
C 0.6400 2.1728 -2.3008
C 5.3606 2.2248 -1.3597
C -4.2075 0.5024 0.1892
C -1.3101 1.1006 -2.0962
C 4.7599 3.9070 0.3170
C -1.0173 2.5052 -3.9936
C 4.4490 2.7349 -0.4087
C -3.4758 -2.1649 1.6897
H 0.9254 3.4364 -3.9959
H -3.2890 -1.5579 2.5722
H -3.9775 1.0203 1.1169
H -2.8098 1.3805 -3.6027
H 1.6262 2.3895 -1.9150
H -4.5107 -2.5127 1.6871
H -5.2702 0.2593 0.1515
H -1.9067 0.4139 -1.5071
H -2.5790 -2.9199 -1.3973
H -3.0179 -1.4491 -2.3043
H -4.2941 -2.4759 -1.6060
H -3.9447 1.1268 -0.6618
H -2.8015 -3.0151 1.6701
*
```

[7]
This record from the Open Molecules 2025 dataset describes a molecular structure, C15H13Br2N3O3STl. The level of theory is ωB97M-V/def2-TZVPD.

Calculated values
* E_HOMO (alpha / beta): -11.45 / -10.26 eV
* energy: -181986.43472 eV

The geometry in ORCA input format:
```
! wB97M-V def2-TZVPD RIJCOSX def2/J DEFGRID3
* xyz 1 1
Tl 0.7105 -0.3754 -1.0163
Br -5.9790 -1.0777 2.2627
Br -0.9390 0.8448 3.9373
S 1.1558 2.1960 -2.1046
O 2.8788 -1.7612 -0.8426
O -0.3355 0.5752 1.0030
O 1.0725 -2.8310 -1.5199
N 2.8354 2.5440 0.0192
N -1.8242 -0.6427 -0.9670
N 0.9438 3.5906 0.2229
C -2.3562 -0.4370 0.2426
C 2.8511 3.2009 1.2154
C -3.8622 -1.5209 -1.7778
C 1.6536 2.7770 -0.5801
C -4.4330 -1.3757 -0.5381
C -4.1646 -0.6972 1.8537
C 2.2838 -2.7684 -1.2609
C 3.9039 1.7484 -0.5265
C 1.6687 3.8613 1.3426
C -2.0308 0.1372 2.5733
C 3.1131 -4.0270 -1.5136
C -3.6847 -0.8497 0.5304
C -1.4940 0.1293 1.2669
C -2.5128 -1.1911 -1.9372
C -3.3387 -0.2299 2.8536
H 1.3100 4.4894 2.1310
H 4.0471 1.9971 -1.5798
H 3.9941 -4.0174 -0.8819
H -3.7187 -0.1471 3.8601
H 0.0195 3.9339 0.0095
H -4.4258 -1.9079 -2.6078
H 3.4152 -3.9986 -2.5597
H 3.6849 3.1582 1.8865
H -1.9918 -1.3811 -2.8654
H 2.4970 -4.9032 -1.3383
H 3.6889 0.6795 -0.4395
H -5.4533 -1.6899 -0.3757
H 4.8167 1.9670 0.0219
*
```

[8]
This record from the Open Molecules 2025 dataset describes a molecular structure, C15H13Cl3GeN7OSTi. The level of theory is ωB97M-V/def2-TZVPD.

Calculated values
* E_HOMO (alpha / beta): -6.95 / -8.77 eV
* energy: -156279.05625 eV

The geometry in ORCA input format:
```
! wB97M-V def2-TZVPD RIJCOSX def2/J DEFGRID3
* xyz 0 4
Ge -1.9978 -2.0573 -1.6885
Ti 0.7636 -0.2173 0.2545
Cl 0.5621 -1.9087 -1.5354
Cl -2.0287 -1.4883 -3.8830
Cl -1.9341 -4.2667 -1.9496
S -0.9313 1.2142 -1.2190
O 2.5908 -0.4340 0.7622
N 1.3540 1.1615 -2.5910
N -0.0907 1.1145 1.8180
N 0.8448 -1.1956 5.0605
N -0.5470 1.4491 -3.8131
N 1.9467 -1.0288 1.8183
N 3.6882 1.6523 3.2278
N 2.0165 0.8486 -1.4020
C 3.0229 0.7137 3.1220
C 0.0024 3.1231 3.0986
C 1.4441 -0.8549 4.1345
C -3.0176 -2.5965 2.4930
C -0.8821 -2.9400 1.4255
C 0.3989 2.3370 2.0339
C 0.0122 1.2503 -2.6144
C -2.7013 -1.2743 2.7676
C -0.6596 -1.6098 1.6574
C -1.4752 1.3556 3.7418
C -2.1206 -3.4310 1.8341
C 2.1806 -0.4158 3.0074
C -1.0206 0.6238 2.6567
C -1.4668 -0.7521 2.3747
C -0.9530 2.6181 3.9638
H -3.9754 -2.9890 2.8071
H -0.1620 -3.5656 0.9155
H 2.6146 0.0375 -1.5429
H -3.4154 -0.6408 3.2796
H -2.1906 0.9186 4.4226
H -2.3788 -4.4618 1.6308
H -0.0136 1.2805 -4.6515
H 0.4471 4.0958 3.2471
H 1.8669 1.0848 -3.4557
H 2.5917 1.6291 -1.0985
H -1.5312 1.2354 -3.8726
H -1.2777 3.1975 4.8178
H 1.1434 2.6833 1.3282
*
```

Question: Among the records above, which one has the lowest energy?
Answer: C15H13Br2N3O3STl